{"formula": "C34H87N6O16", "method": "ωB97M-V with the def2-TZVPD basis set", "energy_ha": -2879.5457, "gap_ha": 0.1807, "lumo_energy_ev": -3.54, "charge": 1, "largest_force_ev_per_a": 5.0, "elements": ["C", "C", "C", "O", "C", "N", "H", "H", "H", "H", "H", "H", "H", "H", "H", "H", "H", "H", "C", "C", "C", "O", "C", "N", "H", "H", "H", "H", "H", "H", "H", "H", "H", "H", "H", "H", "C", "C", "C", "O", "C", "N", "H", "H", "H", "H", "H", "H", "H", "H", "H", "H", "H", "H", "C", "C", "C", "O", "C", "N", "H", "H", "H", "H", "H", "H", "H", "H", "H", "H", "H", "H", "C", "C", "C", "O", "C", "N", "H", "H", "H", "H", "H", "H", "H", "H", "H", "H", "H", "H", "C", "C", "C", "O", "C", "N", "H", "H", "H", "H", "H", "H", "H", "H", "H", "H", "H", "H", "C", "C", "O", "O", "H", "H", "H", "C", "C", "O", "O", "H", "H", "H", "C", "C", "O", "O", "H", "H", "H", "C", "C", "O", "O", "H", "H", "H", "C", "C", "O", "O", "H", "H", "H"], "positions_angstrom": [[2.479433, -6.579075, -5.895432], [3.237863, -5.353925, -5.494942], [2.580833, -4.569015, -4.329942], [2.458013, -5.388235, -3.141412], [2.187613, -4.699095, -1.880072], [4.622003, -5.803555, -5.154822], [5.190563, -5.888175, -5.985292], [5.067093, -5.018935, -4.700552], [4.563313, -6.655435, -4.615412], [3.037463, -7.196445, -6.599392], [1.530413, -6.228865, -6.301402], [2.051373, -7.108495, -5.044212], [3.297463, -4.757755, -6.405512], [1.523943, -4.341275, -4.468622], [3.072133, -3.607495, -4.180912], [2.227333, -5.471745, -1.112262], [1.153413, -4.390015, -1.728432], [2.863353, -3.851715, -1.764232], [-7.697197, 1.079135, -1.479502], [-6.319467, 0.773875, -0.851192], [-5.302987, 1.945295, -0.886672], [-4.890437, 2.224225, -2.191462], [-3.557827, 2.746885, -2.243912], [-6.489267, 0.129225, 0.573498], [-6.970827, -0.747725, 0.435088], [-5.581547, 0.046335, 1.008558], [-7.030547, 0.774665, 1.130738], [-8.349477, 1.771065, -0.946702], [-8.351887, 0.208325, -1.513622], [-7.613807, 1.460685, -2.497132], [-5.849217, -0.076235, -1.345422], [-4.464707, 1.703795, -0.233162], [-5.650037, 2.909715, -0.515812], [-2.678787, 2.164615, -1.967602], [-3.558157, 3.742535, -1.800322], [-3.463897, 3.125255, -3.261812], [5.825953, -1.605445, 2.413798], [5.517853, -0.460595, 1.434438], [4.784363, -0.935185, 0.133128], [4.134473, 0.212505, -0.573632], [3.253403, -0.098525, -1.652012], [4.559643, 0.572915, 2.117118], [5.079563, 1.168355, 2.745798], [4.042983, 1.196465, 1.513508], [3.825323, 0.165325, 2.678128], [6.464963, -1.158635, 3.175458], [6.282463, -2.497415, 1.984738], [4.928603, -1.894295, 2.960988], [6.354533, 0.189235, 1.177928], [4.010043, -1.673695, 0.340828], [5.504413, -1.268075, -0.614422], [2.499043, -0.864865, -1.473752], [3.907083, -0.534015, -2.407762], [2.781253, 0.809225, -2.027732], [3.601253, 5.518815, 3.601218], [2.150293, 5.883885, 3.255068], [1.924453, 6.917515, 2.142928], [0.514793, 7.162805, 2.101378], [-0.002557, 7.626595, 0.801438], [1.522873, 4.496515, 2.955028], [1.788733, 4.112785, 2.059398], [1.676363, 3.794525, 3.664778], [0.518863, 4.541825, 2.854998], [4.180803, 5.237865, 2.721848], [3.715863, 4.701725, 4.313488], [4.137903, 6.367975, 4.024348], [1.680153, 6.195385, 4.187828], [2.379343, 6.695915, 1.177488], [2.434793, 7.851045, 2.379878], [0.164583, 8.654245, 0.478818], [-1.075027, 7.569305, 0.987488], [0.283033, 6.871425, 0.069148], [-2.273877, -2.723765, -0.391742], [-3.767097, -2.679685, -0.754532], [-4.046027, -3.112025, -2.217522], [-3.727237, -4.493795, -2.506952], [-3.314817, -4.852145, -3.817252], [-4.499217, -3.608195, 0.183358], [-4.005857, -4.457125, 0.420018], [-4.539407, -3.238525, 1.122418], [-5.455737, -3.822865, -0.059682], [-1.726247, -2.094295, -1.093142], [-1.834097, -3.720925, -0.410862], [-2.122267, -2.372345, 0.628858], [-4.140917, -1.676725, -0.548542], [-3.613457, -2.402805, -2.923212], [-5.111147, -3.034015, -2.435522], [-2.778377, -5.797445, -3.899372], [-2.612227, -4.098015, -4.171862], [-4.042407, -4.843775, -4.628832], [0.567153, 1.166365, 2.662738], [0.260273, 0.933795, 1.161928], [0.803373, -0.484255, 0.732128], [-0.000307, -1.465205, 1.434398], [0.472073, -2.790375, 1.352478], [-1.293267, 1.123815, 0.915298], [-1.905567, 0.428525, 1.317488], [-1.581297, 2.036915, 1.236848], [-1.376377, 1.179815, -0.089712], [1.625773, 1.418195, 2.726048], [0.166183, 0.385785, 3.309288], [0.072223, 2.119925, 2.846768], [0.687533, 1.803015, 0.661918], [1.865383, -0.594645, 0.951368], [0.669623, -0.805635, -0.300792], [0.291803, -3.046555, 0.308458], [-0.108257, -3.354405, 2.082678], [1.498793, -3.032985, 1.626488], [1.977073, -2.771375, 4.629028], [2.248023, -1.389085, 5.024288], [1.525743, -0.894365, 5.899588], [3.062453, -0.674455, 4.344018], [2.755913, -3.175025, 3.982048], [1.041163, -2.793785, 4.070758], [1.749223, -3.318615, 5.543748], [0.179543, -1.407005, -2.981292], [-0.558057, -0.138245, -2.706822], [-1.736127, -0.231025, -2.943222], [-0.069977, 0.786145, -2.070732], [1.069033, -1.004405, -3.465862], [-0.310127, -2.013255, -3.743382], [0.353573, -2.003265, -2.085582], [4.610863, 3.564275, -0.797892], [3.329553, 3.754725, 0.016288], [2.511213, 4.601465, -0.362202], [3.095783, 2.991515, 0.972508], [4.969953, 4.555905, -1.073232], [4.555523, 2.985415, -1.719832], [5.388663, 3.222555, -0.114992], [-3.346917, 4.897255, 1.356218], [-1.921207, 4.443785, 1.281738], [-1.343497, 3.967525, 2.280418], [-1.444157, 4.654035, 0.124348], [-3.587137, 5.179505, 2.381268], [-4.078127, 4.123705, 1.121578], [-3.562777, 5.738535, 0.697608], [-3.510297, -0.044935, 3.744648], [-4.055307, -0.712865, 2.518878], [-4.816137, -1.693665, 2.690108], [-3.729177, -0.262455, 1.438678], [-2.876447, -0.683485, 4.359948], [-4.388837, 0.334845, 4.266228], [-2.869737, 0.820675, 3.575838]], "forces_ev_per_a": [[-1.55, -0.03, 0.34], [-1.46, -0.03, 0.04], [-0.99, -0.50, 1.11], [1.12, 0.24, 0.02], [-0.27, -0.72, -0.60], [0.00, 1.54, -0.22], [0.03, -0.79, -0.52], [0.40, -0.07, 1.12], [0.43, -0.21, 0.51], [-0.32, -0.13, 0.03], [0.20, -0.01, -0.80], [0.85, -0.49, 0.27], [0.28, 0.54, 0.37], [0.10, 0.36, -1.37], [0.38, 0.03, 0.36], [0.93, 0.08, -0.03], [-0.21, 0.49, -0.92], [0.03, -0.15, 0.30], [-0.25, -0.41, 0.37], [-0.25, -0.03, -0.25], [0.18, 0.42, 0.63], [0.32, -1.59, -0.07], [-0.41, 2.29, -1.21], [-0.61, 2.19, -1.83], [-0.03, -0.20, 0.50], [1.35, -0.72, 0.37], [-0.47, -0.06, 0.43], [0.60, 0.51, 0.38], [0.30, -0.48, -0.23], [0.38, -0.08, 0.11], [0.06, 0.28, -0.56], [0.28, -0.38, -0.01], [-0.85, -0.12, 0.62], [-0.52, -0.58, 0.11], [0.19, -0.16, 1.15], [0.29, -0.88, -0.41], [-0.14, 1.08, 0.31], [-2.20, 0.66, -0.78], [-0.66, 2.10, -1.24], [0.16, -0.64, 2.03], [1.28, -0.64, -0.18], [0.97, -0.92, 0.05], [0.19, 0.12, 0.29], [-0.13, 1.04, -1.52], [-0.60, -1.23, 1.27], [0.30, -0.41, 0.07], [0.13, 0.33, -0.24], [-0.27, 0.01, -0.17], [0.21, -0.47, -0.14], [0.10, -0.25, 0.18], [0.25, -0.69, 0.36], [-0.15, 0.16, 0.63], [-0.05, 0.03, -0.73], [0.03, -0.04, 0.32], [0.69, 0.83, -0.51], [0.80, -1.75, 0.41], [-0.69, 0.31, 0.25], [0.67, 0.60, -1.06], [-0.63, -1.38, 1.23], [-0.74, 1.59, -0.06], [1.11, -0.46, -1.13], [0.49, 0.01, 0.32], [-1.41, 0.34, -0.18], [-0.21, -0.11, -0.23], [-0.43, 0.01, 0.08], [-0.17, 0.15, 0.09], [-0.32, 0.22, -0.26], [-0.40, -0.96, -0.19], [0.19, 0.13, 0.74], [0.87, 0.08, 0.44], [-0.03, -0.17, -0.35], [-0.07, 0.25, -0.24], [-0.46, 0.02, 0.29], [1.24, -1.15, -1.03], [-0.75, -0.49, -0.63], [0.16, -0.09, 0.87], [0.89, 1.44, -0.83], [0.15, -0.10, 0.69], [0.36, -0.78, -0.99], [-0.29, 1.67, 1.07], [-0.24, -0.19, -0.44], [-0.09, 0.17, 0.07], [-0.31, -0.25, -0.36], [-0.04, 0.35, -0.10], [-0.05, -0.05, -0.15], [0.72, 0.03, 0.19], [-0.47, 0.19, 0.27], [-0.29, -0.14, 0.85], [0.39, 0.18, 0.06], [-0.90, -0.12, 0.52], [-0.88, 0.75, -1.30], [-0.27, -0.56, 0.91], [-1.83, -0.21, -0.10], [0.97, 0.85, 1.30], [-0.65, 0.37, -0.21], [2.56, -0.31, -0.41], [-0.42, -0.57, 0.06], [0.22, 0.88, 0.74], [-0.19, -0.39, -0.93], [0.08, -0.72, 0.35], [0.58, 0.06, 0.12], [-0.28, -0.02, 0.49], [0.21, -0.48, -0.63], [0.06, 0.31, 0.47], [0.06, 1.00, -0.41], [0.11, -0.96, -0.14], [-0.33, -0.23, -0.43], [0.43, 0.80, -0.02], [-0.34, -1.44, -0.24], [-0.67, 3.38, -0.09], [-0.07, -0.50, 0.51], [1.01, -0.49, -1.04], [0.09, -0.36, 0.29], [-0.07, 0.20, -0.11], [0.42, -0.46, -0.18], [1.63, -0.10, -1.47], [-0.37, -0.75, 1.79], [-4.80, -0.45, -1.46], [2.26, 1.41, 0.98], [0.91, -0.73, 0.30], [-0.31, -0.02, 0.19], [0.33, 0.16, 0.02], [0.78, 1.03, 0.75], [-1.03, 0.50, -2.16], [0.33, 0.75, -0.03], [0.41, -1.92, 2.39], [-0.22, 0.13, -0.29], [-0.30, -0.23, 0.34], [0.11, -0.66, -0.21], [-1.33, 0.40, 1.28], [0.34, 1.38, -3.35], [0.56, -0.92, 0.92], [0.22, -0.91, 1.38], [-0.09, 0.16, 0.14], [0.15, -0.37, -0.20], [0.27, -0.11, -0.03], [0.34, 0.75, 0.66], [0.04, -1.44, 3.13], [-0.57, -0.69, -0.56], [0.41, 1.48, -4.00], [-0.60, -0.38, 0.17], [0.18, -0.24, 0.57], [-0.15, 0.11, -0.56]], "mulliken_charge": [-1.4929, 0.1068, -0.6129, -0.4367, -0.5849, -0.1776, 0.3535, 0.3317, 0.3597, 0.4199, 0.4103, 0.3623, 0.3027, 0.3374, 0.4717, 0.3901, 0.1443, 0.2895, -1.5941, 0.5200, 0.0673, -0.4244, -0.6576, 0.1346, 0.4266, -0.2595, 0.4483, 0.4031, 0.4502, 0.3682, -0.1256, -0.1448, 0.4426, 0.1103, 0.3379, 0.3963, -1.2145, 0.1777, -0.6645, -0.1443, -0.5875, 0.5650, 0.4062, -0.2383, 0.0058, 0.3887, 0.3590, 0.2071, 0.4383, 0.1334, 0.5384, -0.0118, 0.4807, 0.2734, -1.4359, 0.2948, -0.5209, -0.3722, -0.6416, 0.5271, -0.4268, 0.4683, 0.1726, 0.2094, 0.4284, 0.4144, 0.3945, 0.2622, 0.4083, 0.3265, 0.1712, 0.3187, -1.2339, 2.1469, -1.0177, -0.3944, -0.6991, -0.1038, 0.4161, 0.2077, 0.3892, -0.0965, 0.4728, 0.2596, -1.3115, 0.5244, 0.5280, 0.3143, 0.1931, 0.3321, -0.8833, 0.0091, 2.1885, 0.2220, -0.7649, 1.9964, -0.4145, -0.3471, -0.2470, -0.0083, 0.0971, 0.3063, 0.7334, -0.4748, -1.4063, -0.2285, 0.3562, 0.1772, -0.5506, 0.5540, -0.7340, -0.7301, 0.1718, -0.1211, 0.3686, -0.5147, 0.4175, -0.7207, -0.5870, 0.4399, 0.4118, -0.3224, -1.2773, 0.4533, -0.6828, -0.3789, 0.4476, 0.1909, 0.2583, -1.1379, 1.0813, -0.9675, -0.7110, 0.4191, -0.0387, 0.3279, -1.3194, 0.6413, -0.8658, -0.6454, 0.3236, 0.3816, 0.1919]}